(1)
This record from the Open Molecules 2025 dataset describes a molecular structure, C37H24Br2N5O3TaTe. The level of theory is ωB97M-V/def2-TZVPD.

```
73
Properties=species:S:1:pos:R:3
Ta -0.03326 -0.29742 0.09349
O 4.60433 0.55752 0.17891
C 4.54401 1.56217 1.06891
C 5.72776 1.89909 1.72753
C 5.73849 2.90521 2.67072
C 4.57085 3.60260 2.98238
C 3.40141 3.28318 2.32383
C 3.36368 2.26994 1.35856
C 2.08724 1.93475 0.68209
O 2.04124 0.92867 -0.12423
N 1.04511 2.68165 0.94050
N -0.06693 2.12559 0.37113
C -0.99922 2.93540 0.08024
C -2.23111 2.44674 -0.52984
C -3.29534 3.29025 -0.81046
C -4.40251 2.76250 -1.45594
C -4.40685 1.41785 -1.78891
C -3.30925 0.64756 -1.43209
N -2.24831 1.15375 -0.81864
H 3.69416 0.40808 -0.14778
H 6.62627 1.34770 1.47850
H 6.66668 3.15471 3.17112
H 4.58318 4.38640 3.72914
H 2.48036 3.81239 2.53315
H -0.86070 3.99476 0.26565
H -3.24712 4.33537 -0.52964
H -5.24964 3.39322 -1.69602
H -5.24154 0.96755 -2.30886
H -3.27580 -0.41771 -1.63474
Br -0.22978 1.09830 -4.50429
C 0.15479 -0.71593 -4.16346
C 0.44134 -1.58812 -5.23758
C 0.69822 -2.90428 -5.00067
Br 1.06905 -4.03607 -6.47202
C 0.68246 -3.42894 -3.68191
C 0.90839 -4.77468 -3.31088
C 0.85984 -5.12571 -1.99214
C 0.58619 -4.13795 -1.01958
N 0.37089 -2.88995 -1.33022
C 0.41227 -2.53468 -2.63353
C 0.15487 -1.16533 -2.87685
O -0.10936 -0.39857 -1.81859
H 0.44861 -1.20112 -6.24656
H 1.10655 -5.51093 -4.07899
H 1.03676 -6.14764 -1.68246
H 0.55088 -4.38443 0.03865
C 3.69925 -2.70874 0.73676
C 3.90641 -2.68962 2.11135
C 3.07867 -1.91864 2.90791
C 2.00227 -1.22134 2.35621
C 1.70121 -1.33660 1.00197
C 2.61382 -2.03506 0.19809
C 1.19995 -0.27131 3.15063
C 1.55199 0.07273 4.48375
C 0.82409 0.99203 5.15918
C -0.32706 1.55465 4.56111
C -1.15747 2.48117 5.23326
C -2.28256 2.96514 4.63353
C -2.63321 2.51344 3.34306
C -1.84254 1.62382 2.67255
C -0.64359 1.14767 3.25180
N 0.16942 0.28860 2.55002
H 4.38387 -3.23991 0.08452
H 4.72790 -3.23968 2.55359
H 3.28716 -1.86846 3.96922
H 2.49862 -2.03479 -0.87941
H 2.41954 -0.37311 4.94453
H 1.10564 1.29336 6.16318
H -0.89257 2.78169 6.24084
H -2.91708 3.67406 5.14954
H -3.54838 2.86789 2.88249
H -2.14223 1.23805 1.71023
Te -1.89364 -1.76326 1.02096
```

Summary:
HOMO in eV: -7.2424
Kohn-Sham gap in eV: 6.4486
Total energy in a.u.: -7397.0581
2S+1: 1
Relative energy (zero: lowest compared OMol25 entry of this formula, charge and spin) in kJ/mol: 141.79

=====

(2)
This record from the Open Molecules 2025 dataset describes CH3N3OS in the gas phase. The level of theory is ωB97M-V/def2-TZVPD.

```
9
Properties=species:S:1:pos:R:3
C 0.36303 -0.27933 0.22674
N 1.23576 1.81487 -0.29283
N 2.38604 1.28388 0.15538
N 0.17917 1.05715 -0.27617
O 2.89058 -1.01618 -0.77419
S 2.39140 -0.38067 0.45014
H -0.13246 -0.37948 1.27487
H -0.00388 -1.24989 -0.24075
H -0.67192 1.36996 -0.67466
```

Summary:
HOMO in eV: -9.8101
Kohn-Sham gap in eV: 9.9389
Total energy in a.u.: -677.4774
2S+1: 1
Relative energy (zero: lowest compared OMol25 entry of this formula, charge and spin) in kJ/mol: 376.32

=====

(3)
This record from the Open Molecules 2025 dataset describes 2 unconnected molecules or ions with the total composition C4H6F2O. The level of theory is ωB97M-V/def2-TZVPD.

```
13
Properties=species:S:1:pos:R:3
C 0.19226 -0.53857 -0.23102
C 1.42573 0.19833 -0.73032
C 0.16414 0.00957 -1.74991
C -0.67561 0.19376 0.63659
H -1.34277 -1.73756 0.67684
H 1.54506 1.25802 -0.26593
H 2.28119 -0.30627 -1.20192
H -0.40266 0.82417 -2.06551
H 0.23248 -0.78249 -2.48655
H -1.51612 -0.40894 1.05165
O 0.10295 -1.92239 0.17267
F -1.19152 1.37640 0.07677
F 0.27375 0.55179 1.62967
```

Summary:
HOMO in eV: -9.6113
Kohn-Sham gap in eV: 8.6627
Total energy in a.u.: -430.7842
2S+1: 1
Relative energy (zero: lowest compared OMol25 entry of this formula, charge and spin) in kJ/mol: 524.23

=====

(4)
This record from the Open Molecules 2025 dataset describes a molecular structure, C24H70O12Sn. The level of theory is ωB97M-V/def2-TZVPD.

```
107
Properties=species:S:1:pos:R:3
Sn 2.80249 24.01488 -9.22710
C 5.97841 22.51833 -7.13440
C 5.83700 21.54490 -8.24827
O 5.01418 21.90261 -9.29099
H 6.52638 23.37935 -7.51709
H 6.59063 22.08111 -6.34565
H 4.98766 22.90045 -6.88845
H 5.51243 20.58019 -7.85829
H 6.85509 21.42442 -8.61850
C 0.67709 27.39624 -12.22771
C 1.57517 27.72132 -11.04587
O 1.61158 26.83774 -9.98120
H 0.83098 26.42561 -12.69921
H 0.86329 28.22266 -12.91359
H -0.38475 27.43119 -11.98402
H 1.07369 28.61399 -10.67205
H 2.58344 27.88042 -11.42822
C 0.21822 19.63458 -10.44588
C 0.74652 20.79803 -9.55880
O 1.67596 21.49952 -10.29960
H 0.98266 19.29938 -11.14685
H -0.52829 20.04144 -11.12800
H -0.17014 18.73948 -9.96003
H 1.11430 20.33981 -8.64073
H -0.10507 21.38070 -9.20751
H 2.25802 20.75968 -10.48783
C -1.91504 28.38539 -7.15875
C -1.04487 27.96705 -8.26448
O -0.26695 26.78956 -7.90645
H -2.62262 29.19899 -7.31837
H -1.21594 28.79173 -6.42782
H -2.39578 27.52427 -6.69457
H -0.55730 28.86859 -8.63541
H -1.49181 27.60055 -9.18863
H 0.32182 26.83112 -8.66357
C 2.85922 17.27755 -9.26630
C 4.04432 18.28840 -9.19119
O 3.53215 19.37028 -9.86044
H 3.35897 16.33370 -9.04838
H 2.51890 17.10364 -10.28710
H 2.12639 17.52959 -8.49978
H 4.91993 17.95930 -9.75075
H 4.31996 18.56713 -8.17413
H 4.11457 20.13066 -9.79545
C 1.62375 23.71902 -4.62229
C 1.16183 23.35191 -6.08235
O 2.05723 22.29654 -6.43244
H 1.16572 24.66843 -4.34490
H 2.67322 23.99632 -4.52318
H 1.39133 22.97799 -3.85747
H 1.21653 24.22259 -6.73581
H 0.14340 22.96537 -6.04357
H 1.60976 21.48896 -6.16938
C 2.10180 30.75996 -6.92369
C 2.55812 29.88274 -8.10766
O 2.52657 28.49895 -7.71876
H 1.18419 30.30022 -6.55660
H 1.90864 31.80830 -7.15123
H 2.85958 30.84937 -6.14532
H 3.55199 30.32060 -8.20045
H 1.94770 30.09677 -8.98497
H 2.24516 28.01282 -8.49728
C 5.43377 27.10227 -11.95608
C 5.27641 26.95343 -10.44477
O 5.41167 25.59004 -10.08259
H 4.64462 26.54887 -12.46510
H 6.36240 26.56458 -12.14748
H 5.56160 28.10466 -12.36471
H 4.35282 27.39878 -10.07501
H 5.89133 27.67993 -9.91358
H 6.08683 25.24320 -10.67036
C 7.21348 20.81607 -12.24970
C 7.12426 22.34514 -12.58109
O 6.10724 22.92098 -11.80545
H 8.02468 20.42392 -12.86311
H 6.33621 20.20516 -12.46250
H 7.51350 20.82378 -11.20183
H 7.03249 22.50319 -13.65567
H 8.13636 22.61104 -12.27602
H 6.08815 22.57175 -10.91143
C 5.37464 26.90097 -6.42076
C 4.17165 26.22845 -5.83584
O 3.19412 26.06741 -6.81258
H 6.23423 26.90412 -5.75055
H 5.13963 27.92046 -6.72655
H 5.76058 26.41531 -7.31701
H 3.73090 26.78911 -5.01152
H 4.32945 25.20042 -5.50969
H 2.95473 26.97482 -7.01485
C 3.40615 21.65851 -13.38417
C 2.91381 23.06503 -13.24685
O 3.42592 23.56394 -12.03167
H 3.08738 21.15051 -14.29434
H 3.08234 21.01271 -12.56798
H 4.47588 21.57325 -13.19317
H 1.82781 23.13224 -13.31158
H 3.42590 23.56086 -14.07147
H 4.37769 23.50414 -12.14198
C -1.77778 23.42742 -11.47521
C -1.57738 24.78597 -10.80092
O -0.30815 24.73394 -10.24145
H -2.59618 23.37411 -12.19317
H -1.84755 22.58174 -10.79107
H -0.86782 23.31064 -12.06382
H -2.34132 24.81417 -10.02393
H -1.70144 25.56682 -11.55125
H 0.08871 25.60801 -10.23035
```

Summary:
HOMO in eV: -8.0374
Kohn-Sham gap in eV: 7.1241
Total energy in a.u.: -2073.3158
2S+1: 1

=====

no.,LUMO level (eV)
1,-0.79
2,0.13
3,-0.95
4,-0.91